2 unconnected molecules or ions with the total composition C2H2IN, computed with ωB97M-V with the def2-TZVPD basis set.

Spin multiplicity = 3

Last column: Löwdin spin population.
CARTESIAN COORDINATES (ANGSTROEM)
C 0.375 0.986 -0.774  0.108
C -0.020 -0.234 -0.340  0.564
N 0.683 2.014 -1.193  0.279
I -0.586 -1.308 2.963  1.020
H 0.724 -1.081 -0.581  0.018
H -1.175 -0.377 -0.075  0.011

Cartesian forces (eV/Å) of the 2 atoms listed first:
C -0.159 0.257 -0.027
C -1.635 -2.699 0.005



2 unconnected molecules or ions with the total composition C2H2IN3, computed with ωB97M-V with the def2-TZVPD basis set.

Last column: natural (NBO) charge in e.
CARTESIAN COORDINATES (ANGSTROEM)
C 0.111 0.735 0.050  0.136
C -0.315 -1.286 0.042  0.491
N 0.695 -0.481 0.116  -0.549
N -1.201 0.679 -0.059  -0.274
N -1.472 -0.642 -0.066  -0.426
I 3.938 0.326 -0.030  -0.019
H 0.662 1.651 0.086  0.213
H -2.418 -0.982 -0.138  0.428

Cartesian forces (eV/Å) of the 2 atoms listed first:
C -0.930 -0.116 -0.065
C 0.637 -0.004 0.040



2 unconnected molecules or ions with the total composition C2H2INO, computed with ωB97M-V with the def2-TZVPD basis set.

Last column: natural (NBO) charge in e.
CARTESIAN COORDINATES (ANGSTROEM)
C 0.907 -0.644 1.872  0.129
C -0.072 -0.308 0.916  -0.004
N 1.768 -0.717 2.630  -0.260
O -0.272 -1.230 -0.103  -0.682
I -1.787 0.652 1.777  0.197
H 1.037 1.210 0.646  0.116
H -1.238 -1.374 -0.295  0.506

Cartesian forces (eV/Å) of the 2 atoms listed first:
C 0.781 -0.151 0.611
C 0.576 2.250 -1.489



2 unconnected molecules or ions with the total composition C2H2INO2S, computed with ωB97M-V with the def2-TZVPD basis set.

Last column: natural (NBO) charge in e.
CARTESIAN COORDINATES (ANGSTROEM)
C -1.653 0.725 0.129  0.136
C -0.286 -0.977 -0.238  -0.522
N -2.480 1.487 0.328  -0.387
O 0.752 0.863 1.346  -0.881
O 1.020 1.146 -1.049  -0.887
S 0.871 0.304 0.059  2.006
I 2.796 -1.200 0.161  -0.073
H -0.434 -0.978 -1.414  0.335
H -0.586 -1.369 0.677  0.273

Cartesian forces (eV/Å) of the 2 atoms listed first:
C 2.154 -3.524 -1.021
C -1.900 5.813 -3.149



A molecular structure, C2H2IO2, computed with ωB97M-V with the def2-TZVPD basis set.

Total charge = -1

Last column: natural (NBO) charge in e.
CARTESIAN COORDINATES (ANGSTROEM)
C -3.730 -1.223 -0.053  0.987
C 0.060 0.230 -0.412  -0.971
O -4.148 -1.120 -1.137  -0.572
O -3.766 -1.719 1.025  -0.585
I -2.005 0.927 0.081  -0.121
H 0.621 1.115 -0.168  0.127
H -0.032 0.063 -1.634  0.136

Cartesian forces (eV/Å) of the 2 atoms listed first:
C -1.513 -1.698 1.519
C -0.653 -1.870 -2.443



2 unconnected molecules or ions with the total composition C2H2IOS, computed with ωB97M-V with the def2-TZVPD basis set.

Total charge = -1

Last column: natural (NBO) charge in e.
CARTESIAN COORDINATES (ANGSTROEM)
C -1.679 0.307 -0.298  0.454
C 1.377 -0.636 0.635  -1.027
O -1.840 -0.563 -1.084  -0.476
S -1.630 1.592 0.571  0.003
I 2.312 0.580 -0.870  -0.193
H 0.752 -1.267 -0.032  0.128
H 0.708 -0.014 1.077  0.111

Cartesian forces (eV/Å) of the 2 atoms listed first:
C -0.635 -1.996 -2.746
C 1.511 -2.889 -1.223



2 unconnected molecules or ions with the total composition C2H2N2, computed with ωB97M-V with the def2-TZVPD basis set.

Last column: natural (NBO) charge in e.
CARTESIAN COORDINATES (ANGSTROEM)
C -0.114 -0.750 -0.070  -0.078
C 0.251 0.604 -0.121  0.028
N -0.963 0.287 -0.794  -0.214
N -0.885 0.213 0.712  -0.233
H 0.151 -1.747 0.032  0.240
H 1.560 1.392 0.241  0.256

Cartesian forces (eV/Å) of the 2 atoms listed first:
C -1.121 2.644 -0.200
C 4.993 2.018 2.558



C2H2N2 in the gas phase, computed with ωB97M-V with the def2-TZVPD basis set.

Last column: natural (NBO) charge in e.
CARTESIAN COORDINATES (ANGSTROEM)
C 0.852 0.246 -0.012  -0.231
C -0.313 0.750 -0.493  -0.068
N 1.833 1.130 -0.388  -0.155
N 1.358 2.029 -1.000  0.066
H 1.041 -0.663 0.554  0.218
H -1.316 0.352 -0.412  0.169

Cartesian forces (eV/Å) of the 2 atoms listed first:
C -2.472 -0.611 -0.036
C 0.561 -0.962 0.665



2 unconnected molecules or ions with the total composition C2H2N2, computed with ωB97M-V with the def2-TZVPD basis set.

Last column: natural (NBO) charge in e.
CARTESIAN COORDINATES (ANGSTROEM)
C -1.256 0.520 -0.139  0.038
C 0.057 0.079 -0.098  0.274
N -1.196 -0.763 -0.012  -0.273
N 1.273 0.056 -0.198  -0.520
H -2.024 1.407 -0.254  0.226
H 1.504 -1.477 0.227  0.254

Cartesian forces (eV/Å) of the 2 atoms listed first:
C -1.676 1.484 -0.382
C -2.468 -1.065 -0.223



C2H2N2O in the gas phase, computed with ωB97M-V with the def2-TZVPD basis set.

SMILES string = c1ncon1

Last column: natural (NBO) charge in e.
CARTESIAN COORDINATES (ANGSTROEM)
O -0.969 -0.652 0.449  -0.285
C -0.809 0.155 -0.670  0.323
N 0.370 0.658 -0.779  -0.462
C 0.974 0.118 0.357  0.117
N 0.222 -0.645 1.087  -0.124
H -1.787 0.066 -1.084  0.217
H 1.999 0.301 0.640  0.213

Cartesian forces (eV/Å) of the 2 atoms listed first:
O 0.225 0.818 -1.091
C -0.424 -1.697 2.252



A molecular structure, C2H2N2O, computed with ωB97M-V with the def2-TZVPD basis set.

Last column: natural (NBO) charge in e.
CARTESIAN COORDINATES (ANGSTROEM)
O -0.917 -0.695 -0.789  -0.403
C -0.172 0.913 -0.678  0.316
N 0.550 0.900 0.253  -0.412
C 0.521 -0.362 0.805  0.064
N -0.266 -1.226 0.238  -0.052
H -0.842 1.080 -1.492  0.276
H 1.125 -0.611 1.663  0.210

Cartesian forces (eV/Å) of the 2 atoms listed first:
O 2.297 1.905 1.506
C -5.082 -2.861 -4.459



C2H2N2O in the gas phase, computed with ωB97M-V with the def2-TZVPD basis set.

SMILES string = N#CC(N)=O

Last column: natural (NBO) charge in e.
CARTESIAN COORDINATES (ANGSTROEM)
C -0.013 -0.480 0.078  0.594
C -0.161 0.894 -0.436  0.154
H 1.946 -0.047 0.842  0.409
H 1.420 -1.631 1.037  0.405
N 1.260 -0.748 0.600  -0.813
N -0.494 1.999 -0.697  -0.243
O -0.961 -1.195 0.119  -0.506

Cartesian forces (eV/Å) of the 2 atoms listed first:
C 2.203 0.529 1.361
C -1.337 4.033 -0.870



2 unconnected molecules or ions with the total composition C2H2N2O, computed with ωB97M-V with the def2-TZVPD basis set.

SMILES string = C=C=O.N#N

Last column: natural (NBO) charge in e.
CARTESIAN COORDINATES (ANGSTROEM)
C 0.934 0.037 -1.007  0.708
C 0.420 0.925 -0.198  -0.791
N -2.160 -1.694 1.286  0.004
N -1.373 -1.014 0.933  -0.005
O 1.465 -0.885 -1.445  -0.449
H 0.775 0.799 0.935  0.278
H -0.061 1.832 -0.504  0.256

Cartesian forces (eV/Å) of the 2 atoms listed first:
C 0.202 0.195 1.703
C 1.037 0.515 2.185



2 unconnected molecules or ions with the total composition C2H2N2O, computed with ωB97M-V with the def2-TZVPD basis set.

Last column: natural (NBO) charge in e.
CARTESIAN COORDINATES (ANGSTROEM)
C -2.218 -0.647 0.478  0.170
C -1.119 0.084 -0.009  0.296
N -2.908 -1.535 0.736  -0.192
N -0.589 0.110 -1.271  -0.319
O -0.927 1.295 -0.609  -0.322
H 0.491 0.034 1.121  0.013
H 0.483 -0.104 -1.281  0.355

Cartesian forces (eV/Å) of the 2 atoms listed first:
C -0.432 -0.876 -0.154
C 4.452 0.958 2.655



2 unconnected molecules or ions with the total composition C2H2N2O, computed with ωB97M-V with the def2-TZVPD basis set.

Last column: natural (NBO) charge in e.
CARTESIAN COORDINATES (ANGSTROEM)
C -0.807 -0.064 -0.689  -0.071
C 0.576 0.744 -2.354  0.462
N 0.368 0.753 1.174  -0.450
N -0.197 0.178 0.294  0.012
O 0.290 1.846 -2.363  -0.517
H -1.445 -0.880 -0.753  0.215
H 1.236 0.297 1.467  0.348

Cartesian forces (eV/Å) of the 2 atoms listed first:
C 0.049 -0.427 -0.019
C 0.247 1.129 -0.659



C2H2N2O in the gas phase, computed with ωB97M-V with the def2-TZVPD basis set.

SMILES string = c1nnco1

Last column: natural (NBO) charge in e.
CARTESIAN COORDINATES (ANGSTROEM)
C -1.052 -0.060 -0.011  0.298
C 1.029 0.258 -0.016  0.286
H -2.118 0.223 -0.019  0.209
H 1.951 0.828 0.051  0.208
N -0.519 -1.207 0.009  -0.298
N 0.879 -1.024 -0.013  -0.276
O -0.170 0.982 -0.001  -0.428

Cartesian forces (eV/Å) of the 2 atoms listed first:
C -0.943 1.437 0.178
C -0.489 0.332 0.311



A molecular structure, C2H2N2O, computed with ωB97M-V with the def2-TZVPD basis set.

Last column: natural (NBO) charge in e.
CARTESIAN COORDINATES (ANGSTROEM)
C 0.155 1.814 0.289  0.375
C -0.421 -0.394 -0.111  0.491
N 0.830 2.658 0.675  -0.294
N -0.673 0.886 -0.157  -0.475
O 0.740 -1.724 0.267  -0.726
H 0.613 -2.220 -0.547  0.462
H -1.245 -1.020 -0.416  0.167

Cartesian forces (eV/Å) of the 2 atoms listed first:
C 0.892 0.541 0.239
C -0.227 -0.623 -0.400



2 unconnected molecules or ions with the total composition C2H2N2O, computed with ωB97M-V with the def2-TZVPD basis set.

SMILES string = C=C=O.N#N

Last column: natural (NBO) charge in e.
CARTESIAN COORDINATES (ANGSTROEM)
C 0.530 -1.075 0.673  -0.769
C 0.609 0.108 0.173  0.710
N -1.898 1.866 -1.514  0.028
N -1.349 0.953 -1.247  -0.021
O 0.933 1.228 0.035  -0.473
H -0.279 -1.703 0.673  0.251
H 1.454 -1.377 1.207  0.273

Cartesian forces (eV/Å) of the 2 atoms listed first:
C 1.799 -0.680 0.651
C 1.803 2.882 1.086



A molecular structure, C2H2N2O2, computed with ωB97M-V with the def2-TZVPD basis set.

Last column: natural (NBO) charge in e.
CARTESIAN COORDINATES (ANGSTROEM)
C 0.150 -0.009 -0.681  0.575
C -0.360 -0.042 1.260  0.384
H 1.931 -0.131 -1.583  0.536
H -0.608 -0.004 2.170  0.173
N 0.603 -0.197 0.541  -0.518
N -1.154 0.261 -0.711  -0.214
O 0.944 -0.197 -1.618  -0.657
O -1.507 0.319 0.623  -0.278

Cartesian forces (eV/Å) of the 2 atoms listed first:
C -3.446 0.656 2.112
C -4.299 1.719 -2.990



C2H2N2O2 in the gas phase, computed with ωB97M-V with the def2-TZVPD basis set.

SMILES string = O=NN1CC1=O

Last column: natural (NBO) charge in e.
CARTESIAN COORDINATES (ANGSTROEM)
C -0.064 -0.918 0.533  0.708
C 0.793 -0.432 -0.545  -0.339
N -0.737 1.514 -0.056  0.228
N -0.451 0.285 -0.313  -0.322
O -0.303 -1.550 1.477  -0.424
O -1.591 1.693 0.794  -0.338
H 1.685 0.309 -0.315  0.241
H 0.668 -0.900 -1.576  0.247

Cartesian forces (eV/Å) of the 2 atoms listed first:
C -0.167 2.417 -1.576
C 1.757 2.021 -2.119



Total energy in Eh, matching the order above: -429.74451 -539.24855 -504.94248 -978.34592 -525.56208 -848.50688 -186.65831 -186.71659 -186.72149 -262.10627 -262.03594 -262.15350 -262.14673 -261.89659 -262.02399 -262.12589 -262.03073 -262.14730 -337.31098 -337.22367
Energy relative to the best compared isomer or geometry (same formula, charge and spin) in kcal/mol, matching the order above: 0.0 69.9 78.3 79.7 45.8 50.8 137.3 100.7 97.7 36.2 80.3 6.5 10.8 167.7 87.8 23.9 83.6 10.4 71.2 126.0
Max |F| in Eh/bohr, matching the order above: 0.0614 0.0224 0.0668 0.1338 0.0612 0.0677 0.1159 0.0495 0.1029 0.0554 0.1428 0.0843 0.0579 0.1025 0.0633 0.0411 0.0967 0.0694 0.1481 0.0968